Record 1
DFT (the ωB97M-V functional and the def2-TZVPD basis) results for a structure of composition C30H46AsFN5OPdS2.

Geometry as XYZ:
```
87
Properties=species:S:1:pos:R:3:forces:R:3:lowdin_charge:R:1
Pd 0.0380 -0.2751 0.8030 0.061 0.044 0.770 0.510
As -3.9151 0.9045 1.0945 0.005 0.099 -0.351 0.749
S 0.6092 -0.6364 3.1568 -0.154 -0.159 -0.230 0.620
S -1.9346 0.6955 1.8230 0.271 -0.200 0.278 0.222
F 0.4828 2.4654 0.5818 -0.027 -0.059 -0.031 -0.017
O 6.7437 1.1870 1.2675 -0.050 -0.009 0.058 -0.115
N -0.4195 -3.1147 2.8051 0.052 -0.009 0.102 0.036
N -0.2744 0.2678 -1.0714 -0.465 -0.041 -0.510 -0.107
N -1.0617 -2.1388 4.6609 -0.087 0.013 -0.002 -0.142
N 1.9991 -0.7200 0.3599 0.114 0.228 -0.247 0.100
N 4.1549 0.1892 1.1159 0.081 -0.072 -0.126 -0.063
C -0.3330 -2.0052 3.5586 0.118 0.190 -0.056 -0.762
C -1.8314 3.2048 -2.7182 0.083 0.013 -0.010 -0.105
C 1.4918 -0.5539 -4.2212 -0.027 0.061 -0.008 -0.037
C 0.7782 -1.6261 -4.7140 -0.016 -0.027 -0.044 -0.064
C -0.2387 -2.1563 -3.9447 0.025 -0.035 0.052 -0.040
C -1.4168 -2.9110 -0.6822 0.060 0.082 -0.162 -0.073
C 3.0209 -0.2973 0.7096 -0.102 -0.051 0.254 -0.246
C 6.5383 -0.1901 1.0119 0.044 0.030 0.000 -0.178
C 4.3690 1.6375 1.2695 0.010 -0.013 -0.022 -0.081
C 3.5628 0.6403 -2.5116 0.017 0.006 0.038 -0.064
C -0.5958 -1.6181 -2.7102 -0.046 -0.040 0.042 -0.137
C 1.9753 2.4009 -3.3152 -0.029 0.041 -0.016 -0.037
C -4.1585 1.9561 -0.4936 -0.017 -0.011 0.008 -0.219
C -0.3436 2.6599 -0.4868 0.163 0.130 0.073 -0.274
C -1.7799 -2.2983 -2.0337 0.116 0.137 0.032 -0.361
C -1.4456 -1.0693 5.5609 0.029 -0.027 -0.031 -0.033
C 2.1075 1.1158 -2.4942 -0.036 0.041 0.011 -0.368
C 1.1886 0.0113 -2.9881 0.119 -0.189 0.000 -0.133
C -1.5395 4.2355 -1.8322 -0.009 -0.018 -0.048 -0.103
C -0.6439 1.5834 -1.3237 -0.316 -0.259 -0.065 -0.293
C -0.7762 3.9495 -0.7095 -0.021 -0.012 0.010 -0.022
C -1.8050 -3.3992 4.6479 0.055 -0.028 -0.004 -0.094
C -4.8520 1.8754 2.4545 0.056 0.050 0.107 -0.255
C 5.7280 1.9876 0.6890 0.042 -0.016 0.008 -0.175
C 5.2365 -0.6564 1.6383 -0.026 0.016 0.062 -0.090
C -2.9620 -1.3426 -1.9310 -0.113 -0.034 0.038 -0.072
C 0.1001 -0.4833 -2.2313 0.292 0.122 0.020 -0.183
C -4.8935 -0.7349 0.9067 -0.020 -0.140 0.058 -0.238
C -1.1221 -4.1829 3.5183 -0.056 0.013 -0.032 -0.108
C -1.3928 1.9158 -2.4683 -0.100 0.042 0.021 -0.048
H -0.8008 -3.0050 -4.3163 0.028 -0.014 -0.005 0.111
H -4.4656 2.8921 2.4854 -0.014 0.003 0.005 0.047
H 6.5268 -0.3779 -0.0690 -0.016 -0.004 0.001 0.133
H 5.0225 -1.6990 1.4111 0.021 0.006 -0.046 0.137
H -1.6329 1.1217 -3.1641 0.025 0.007 -0.016 0.119
H 1.0153 -2.0503 -5.6808 0.000 -0.009 0.003 0.107
H 5.7261 1.8519 -0.3965 -0.048 -0.007 -0.077 0.116
H 3.9011 0.4184 -3.5239 0.009 0.015 0.001 0.077
H -0.4836 4.7187 -0.0067 -0.004 0.001 0.002 0.121
H -0.4187 -4.9260 3.8966 0.013 0.029 0.038 0.125
H -2.2652 -3.4158 -0.2128 -0.052 0.035 -0.047 0.078
H 3.5579 2.1775 0.7822 0.027 -0.018 -0.051 0.133
H 3.6977 -0.2622 -1.9140 -0.011 -0.032 -0.004 0.070
H 2.2449 2.2220 -4.3585 0.002 -0.006 -0.002 0.084
H -2.4709 -0.7567 5.3516 -0.008 0.000 0.026 0.094
H -2.0741 -3.1191 -2.6927 -0.007 0.054 -0.019 0.125
H -3.8570 -1.8684 -1.5894 0.022 0.001 -0.026 0.072
H -1.8787 5.2448 -2.0184 0.007 0.004 -0.008 0.103
H -4.0748 1.3344 -1.3791 0.044 -0.019 -0.032 0.031
H -1.0768 -2.1118 -0.0278 -0.036 -0.069 0.277 0.005
H -2.4062 3.4034 -3.6138 -0.002 0.006 0.001 0.109
H 2.3073 -0.1464 -4.8056 -0.006 -0.001 -0.005 0.111
H 0.3308 -3.3033 2.1600 -0.112 0.011 -0.133 0.136
H -5.9144 1.8833 2.2145 -0.003 0.016 0.010 0.048
H 4.3583 1.8660 2.3387 -0.040 0.024 -0.003 0.138
H -0.6046 -3.6316 -0.7909 0.011 -0.015 -0.007 0.086
H -1.3748 -1.4207 6.5891 -0.005 0.010 0.006 0.098
H -0.7805 -0.2239 5.4163 0.000 0.000 -0.005 0.061
H -2.7191 -0.5402 -1.2329 -0.002 0.056 0.010 0.035
H -3.1921 -0.8997 -2.9017 0.021 0.010 0.008 0.092
H -5.1467 2.4140 -0.4481 -0.005 -0.020 -0.001 0.050
H 0.9586 2.7925 -3.2923 0.022 -0.004 -0.009 0.066
H 7.3785 -0.7212 1.4558 0.004 -0.002 -0.015 0.134
H 5.2864 -0.5276 2.7229 -0.021 -0.034 0.005 0.137
H -4.6844 1.3968 3.4166 -0.019 -0.004 0.000 0.036
H -2.8577 -3.2008 4.4287 0.001 0.021 -0.005 0.129
H -5.1385 -1.0986 1.9032 -0.005 0.006 0.004 0.041
H 1.8405 1.3376 -1.4604 0.013 0.011 0.008 0.097
H -3.3870 2.7239 -0.5143 0.005 0.009 -0.018 0.023
H -1.8424 -4.6783 2.8718 0.021 -0.025 -0.012 0.119
H 4.2159 1.4223 -2.1231 0.048 0.058 0.053 0.064
H 2.6444 3.1734 -2.9292 0.003 -0.015 0.007 0.083
H -4.2806 -1.4665 0.3894 -0.024 0.030 0.039 0.002
H -5.8084 -0.5470 0.3461 0.000 -0.011 -0.004 0.053
H 5.9738 3.0239 0.9143 0.007 -0.006 0.003 0.136
H -1.7394 -3.8940 5.6153 -0.007 -0.016 -0.007 0.130
```
Forces are in eV/Å.

Calculated values
Net charge   +1
HOMO   -9.18 eV
E_LUMO   -2.9 eV

Record 2
DFT (the ωB97M-V functional and the def2-TZVPD basis) results for a cluster of 6 separate species, C30H46BF14N3O15S in total.

Geometry as XYZ:
```
110
Properties=species:S:1:pos:R:3:forces:R:3:lowdin_charge:R:1
S -3.8780 -0.9271 2.0876 0.381 0.303 0.707 0.761
F -3.6764 -1.9854 0.9436 -0.062 -0.140 -0.228 -0.107
F -3.0444 3.1885 -0.3673 -0.157 -0.231 0.195 0.131
F -3.4846 3.4307 -2.4775 -0.134 -0.015 0.038 0.122
F -4.2835 0.9543 -2.7901 0.126 0.071 0.260 0.155
F -4.4206 1.5290 1.2653 0.779 -0.763 -0.286 0.107
F -2.3189 0.8931 0.9105 -0.967 -0.057 0.109 0.128
F -5.0964 -0.5264 -0.7128 0.254 0.316 0.130 0.144
F -5.4309 -0.8622 1.8226 -0.207 -0.018 -0.212 -0.120
F -2.9670 -0.5488 -1.1772 -0.067 0.234 0.391 0.145
F 0.9810 3.8388 1.5603 0.359 0.063 0.252 -0.052
F -4.1270 -2.0979 3.1034 -0.074 -0.044 0.062 -0.101
F -4.0528 0.1213 3.2692 0.017 0.011 -0.010 -0.127
F -2.3359 -0.9990 2.4245 0.058 -0.041 -0.169 -0.121
F -5.3530 2.0255 -1.2221 0.363 -0.190 0.103 0.154
O 6.1730 -1.6530 -1.1135 0.073 -0.004 -0.057 0.089
O 7.1542 0.2758 -1.6218 0.031 0.009 0.101 0.072
O -0.4523 -7.5407 -3.6338 0.084 0.092 -0.008 0.089
O -10.3048 2.6952 3.3794 0.075 -0.022 -0.081 0.062
O 5.2643 -0.3288 -2.6846 0.261 -0.072 -0.245 0.134
O 0.5922 -7.1728 -1.6720 0.014 0.047 0.200 0.166
O 0.2513 7.3143 3.8080 -0.052 0.098 0.062 0.080
O 1.7676 -7.3708 -3.5809 -0.153 -0.104 -0.168 0.037
O 6.0780 -4.9084 -0.3463 -0.154 -0.150 -0.027 0.034
O -1.8408 7.6322 4.5070 0.093 -0.127 0.079 0.066
O -10.7617 4.8778 3.6961 -0.132 0.146 0.057 0.172
O -1.2704 8.1950 2.4039 -0.040 0.106 -0.193 0.164
O -8.6459 4.1827 3.3513 -0.061 -0.080 0.088 0.085
O 6.1048 -6.5066 -1.8940 0.067 0.027 0.108 0.092
O 7.5081 -4.7521 -2.0733 0.190 0.089 -0.047 0.168
N 1.0355 0.3095 -2.4124 0.319 0.228 -0.227 0.101
N 2.5592 2.1111 -2.5016 -0.017 -0.093 -0.029 0.108
N 2.9883 0.3295 -1.0421 0.044 0.361 -0.155 0.077
C -9.9828 4.0089 3.4971 0.119 -0.078 -0.020 -0.564
C -3.0660 2.5220 -1.5465 0.303 0.438 -0.597 -0.440
C -3.6199 0.5120 0.8607 0.239 0.475 0.212 -0.376
C 1.2059 1.8290 -0.3983 -0.026 0.501 -0.582 -0.054
C 7.3110 -2.2914 0.9395 -0.186 -0.180 0.042 -0.017
C -6.8035 2.8731 2.4438 0.037 0.399 0.136 -0.021
C 1.1715 5.8993 5.5593 0.232 0.045 -0.233 -0.019
C 0.4832 4.3183 0.3364 -0.841 -0.135 -0.283 -0.281
C -4.1690 1.4496 -1.5329 -0.393 -0.111 0.007 -0.345
C -9.1539 2.0053 2.8803 -0.109 -0.102 0.083 -0.097
C -0.6676 3.2082 -1.9201 0.097 0.101 0.634 -0.066
C 6.6485 -5.3353 -1.4989 -0.092 -0.054 0.005 -0.559
C 1.4335 -7.8673 -4.8840 0.158 0.118 -0.034 -0.087
C 4.9183 -5.7183 -0.1044 0.031 0.093 0.109 -0.079
C -0.0272 -7.4928 -5.0089 -0.092 -0.260 -0.261 -0.323
C -1.6944 2.0493 -1.9400 0.651 0.285 -0.465 -0.085
C 1.9141 1.1674 -1.6110 0.323 -0.707 0.469 -0.658
C 0.6274 -7.3429 -2.8449 -0.033 -0.007 -0.107 -0.562
C -8.0167 2.8896 3.3431 0.242 -0.074 -0.270 -0.322
C -0.9805 7.7604 3.4674 0.007 -0.014 0.057 -0.574
C 6.1185 -0.5520 -1.8858 0.001 -0.045 0.013 -0.561
C -0.7883 5.0914 0.6707 0.555 -0.500 0.486 -0.025
C -1.2004 6.8241 5.5025 -0.126 0.092 0.064 -0.095
C 7.4409 -1.6662 -0.4280 0.123 -0.074 0.357 -0.319
C -3.9533 0.1911 -0.6190 -0.449 -0.276 -0.742 -0.357
C 4.0672 -7.7410 -1.3809 0.315 -0.246 -0.207 -0.018
C 5.2613 -6.9987 -0.8327 -0.394 -0.150 -0.009 -0.316
C 7.7893 -0.1940 -0.4246 0.076 0.088 -0.069 -0.090
C -0.8458 -8.4282 -5.8672 -0.304 0.047 0.157 -0.021
C 0.2681 7.0629 5.2236 0.137 -0.333 0.166 -0.326
B 0.3150 3.1088 -0.6777 0.125 -0.207 0.007 -0.211
H 3.6693 -7.2327 -2.2526 -0.086 0.174 0.082 0.073
H -1.2985 5.4192 -0.2230 -0.159 0.254 -0.072 0.080
H -1.4939 5.7825 5.3507 0.091 -0.026 -0.026 0.139
H 1.0547 5.1024 4.8245 -0.145 -0.029 0.042 0.091
H 1.5987 -8.9473 -4.9017 -0.102 -0.019 0.001 0.141
H -1.4273 4.4328 1.2522 -0.321 -0.081 -0.099 0.082
H 8.1526 -2.0281 1.5818 0.043 0.099 -0.088 0.090
H -6.9970 3.4295 1.5264 -0.107 -0.117 -0.053 0.100
H 4.3556 -8.7441 -1.6976 -0.015 -0.005 0.031 0.089
H 7.3642 0.3406 0.4285 -0.050 -0.070 0.024 0.139
H 2.6174 -0.6060 -0.9384 0.097 -0.142 0.117 0.071
H 2.8735 2.9415 -2.0278 0.042 0.143 -0.002 0.087
H 2.0141 2.3325 -3.3164 -0.049 0.186 -0.063 0.068
H 7.2747 -3.3715 0.8521 0.029 -0.037 0.032 0.061
H 1.2099 5.0319 -0.0614 0.282 0.014 -0.105 0.147
H -0.0549 3.1725 -2.8160 0.069 -0.153 -0.233 0.100
H 6.3848 -1.9725 1.4195 0.049 0.162 0.003 0.097
H -9.1083 1.0011 3.2947 -0.121 0.026 0.067 0.137
H 3.2806 -7.8328 -0.6323 0.000 0.058 0.021 0.093
H -0.5240 5.9133 1.3230 -0.098 0.419 -0.114 0.061
H -6.5267 1.8526 2.1933 -0.063 -0.085 0.040 0.067
H 8.8598 -0.0095 -0.4685 -0.019 0.060 -0.144 0.137
H -1.8189 -7.9933 -6.0917 0.012 0.001 -0.019 0.085
H -5.9548 3.3477 2.9358 0.019 -0.037 -0.017 0.091
H 0.6146 7.9728 5.7204 -0.073 0.047 -0.024 0.157
H -1.0238 -9.3678 -5.3447 0.156 -0.046 -0.010 0.094
H 3.7300 0.2714 -1.7447 -0.491 -0.095 0.171 0.030
H 4.7732 -5.8607 0.9636 0.127 0.082 0.024 0.139
H -9.2242 1.9440 1.7913 0.078 0.058 -0.011 0.140
H -1.3332 1.2316 -1.3339 -0.246 -0.163 0.261 0.088
H -0.1359 -6.4625 -5.3559 0.067 0.031 0.061 0.158
H 5.8689 -7.6540 -0.2028 0.068 0.082 0.018 0.156
H -1.7500 1.6813 -2.9578 -0.345 -0.246 -0.137 0.133
H 8.1444 -2.2342 -1.0405 -0.055 0.015 -0.081 0.152
H 0.6556 1.0548 0.1408 -0.143 -0.091 0.155 0.114
H 4.0451 -5.2133 -0.5230 -0.007 -0.067 -0.075 0.145
H -7.7324 2.6502 4.3713 -0.084 -0.011 0.027 0.158
H 2.0593 -7.3959 -5.6374 0.071 0.076 0.111 0.141
H 2.2169 6.2049 5.5414 -0.006 -0.003 0.020 0.085
H -1.1870 4.1575 -1.9675 -0.112 0.208 -0.046 0.094
H 0.6021 0.7907 -3.1849 -0.251 0.027 0.021 0.063
H 0.3453 -0.1427 -1.8359 -0.201 -0.035 -0.031 0.066
H 2.0020 2.1232 0.2772 0.096 -0.021 0.240 0.097
H -0.3383 -8.6318 -6.8101 0.042 0.034 0.001 0.091
H 0.9474 5.5095 6.5526 -0.034 0.036 0.020 0.089
H -1.5028 7.1419 6.4972 -0.087 0.103 -0.063 0.137
```
Forces are in eV/Å.

Calculated values
Structure (SMILES)   C[C@@H](F)B(CCC(F)(F)C(F)(F)C(F)(F)C(F)(F)S(F)(F)(F)(F)F)CC(N)(N)N.C[C@@H]1COC(=O)O1.C[C@@H]1COC(=O)O1.C[C@@H]1COC(=O)O1.C[C@@H]1COC(=O)O1.C[C@@H]1COC(=O)O1
HOMO   -8.72 eV
E_LUMO   0.0 eV